1.
79
Properties=species:S:1:pos:R:3:forces:R:3 method="wB97M-V/def2-TZVPD" total_charge=+1 energy_ev=-129836.4706 homo_lumo_gap_ha=0.268 e_lumo_ev=-2.671 mol_weight_g_mol=896.0 e_above_lowest_kcal_mol=30.5
Hg 1.500951 2.144250 -1.752381 0.039 0.077 -0.074
N -1.887418 -0.592330 -4.345113 -0.093 0.795 -0.585
C -0.898230 -0.756104 -5.296533 -0.276 0.263 0.015
C -0.868598 -1.412918 -6.524105 0.010 -0.011 0.024
C 0.319213 -1.353600 -7.225600 0.008 -0.025 0.016
C 1.437752 -0.661918 -6.724352 -0.021 0.002 0.069
C 1.399109 -0.025509 -5.500755 -0.044 0.096 -0.092
C 0.209201 -0.083002 -4.774824 -0.151 0.533 -0.099
N -0.102099 0.460210 -3.535108 0.115 0.272 -0.368
C -1.345325 0.139931 -3.325616 -0.334 0.188 -0.002
C -2.115129 0.493023 -2.126212 0.074 0.600 -0.287
C -3.459288 0.347244 -1.979180 -0.118 0.433 -0.190
S -3.935163 0.860270 -0.428774 -0.056 0.071 0.026
C -2.303542 1.254676 -0.079676 0.027 0.012 0.009
N -1.459133 1.014581 -1.032530 -0.206 0.215 -0.175
H -2.818369 -0.968060 -4.381857 0.095 0.015 0.035
H -1.729240 -1.939321 -6.916721 -0.001 0.024 -0.007
H 0.389517 -1.841330 -8.188814 0.006 0.000 0.010
H 2.340926 -0.626518 -7.319133 -0.001 -0.017 0.014
H 2.255348 0.507562 -5.105699 -0.015 -0.019 -0.032
H -4.184163 -0.022290 -2.686942 0.039 0.009 0.015
H -2.025723 1.673669 0.880600 -0.023 -0.035 -0.127
O 0.691019 0.746288 1.616289 -0.403 0.050 -0.028
S 1.368470 2.131349 1.674292 0.266 0.145 0.047
C 2.208954 2.127268 3.241928 -0.121 -0.070 0.045
C 3.105037 3.161833 3.472291 0.010 -0.024 -0.005
C 3.738993 3.228305 4.703439 -0.014 -0.021 0.011
C 3.481278 2.262709 5.669010 0.007 0.009 -0.022
C 2.598553 1.222312 5.409286 -0.002 -0.018 -0.011
C 1.948709 1.145438 4.185487 0.031 0.026 0.056
C -0.014149 3.171944 2.040886 0.058 -0.004 -0.086
C -1.002848 2.744437 2.918645 -0.004 0.084 0.084
C -2.074967 3.585388 3.155314 -0.020 0.018 0.009
C -2.142380 4.829014 2.527945 0.004 -0.036 -0.007
C -1.143527 5.236776 1.658192 -0.006 0.009 0.020
C -0.064618 4.398887 1.401646 -0.020 0.004 -0.033
H 3.306627 3.901705 2.705675 -0.011 -0.011 0.017
H 4.438227 4.028512 4.905468 -0.009 -0.013 -0.002
H 3.978517 2.317455 6.628386 0.001 -0.003 -0.015
H 2.411187 0.467510 6.161697 0.009 0.010 -0.008
H 1.260327 0.336807 3.969654 -0.011 0.025 0.010
H -0.934507 1.776117 3.399805 0.016 0.012 -0.006
H -2.859579 3.276282 3.833603 0.007 0.019 -0.005
H -2.984971 5.480316 2.719927 0.010 -0.011 0.005
H -1.203178 6.200276 1.170218 -0.005 -0.017 0.005
H 0.714570 4.691057 0.707868 -0.020 -0.030 -0.016
C 3.035347 -1.035504 1.371809 0.200 0.002 0.058
Ge 1.149041 -0.993130 0.993055 0.079 0.149 0.134
C 0.125969 -1.879736 2.359838 -0.091 -0.167 0.062
C -1.117593 -1.417227 2.794304 0.053 -0.058 0.096
C -1.800708 -2.081734 3.801021 0.006 0.012 0.003
C -1.247084 -3.213744 4.388320 -0.007 0.014 -0.015
C -0.006705 -3.673483 3.974966 0.021 0.017 -0.023
C 0.677308 -3.008495 2.963567 -0.088 -0.007 0.023
C 0.805842 -1.306276 -0.858739 -0.309 -0.159 -0.098
C 1.931393 -1.301150 -1.648203 -0.028 -0.161 -0.316
C 1.908804 -1.809482 -2.963813 0.240 -0.107 0.402
C 0.762567 -2.351867 -3.457070 -0.030 -0.481 0.171
C -0.426867 -2.371732 -2.685800 0.213 -0.484 0.215
C -1.622007 -2.932984 -3.204996 0.127 -0.484 0.329
C -2.773171 -2.925442 -2.474462 -0.010 -0.133 0.133
C -2.788380 -2.329169 -1.192664 0.235 -0.409 0.145
C -1.650079 -1.789825 -0.668384 0.149 -0.662 0.305
C -0.425154 -1.818150 -1.381427 0.186 -0.234 0.047
H 3.479186 -1.951942 0.983138 0.043 0.024 0.023
H 3.193831 -0.988602 2.449623 0.034 0.012 -0.045
H 3.533121 -0.185700 0.899861 0.047 -0.038 0.016
H -1.556185 -0.528530 2.352890 -0.004 -0.006 -0.013
H -2.767141 -1.719604 4.128587 0.006 -0.009 -0.001
H -1.786139 -3.736781 5.167260 0.011 0.015 0.011
H 0.431871 -4.546953 4.439218 -0.012 -0.011 -0.016
H 1.646277 -3.380937 2.648296 -0.005 0.000 0.014
H 2.866571 -0.913803 -1.262132 0.020 -0.043 -0.017
H 2.805556 -1.778395 -3.568265 -0.008 -0.003 0.016
H 0.740493 -2.766678 -4.459037 0.025 -0.051 0.057
H -1.601184 -3.366155 -4.199176 0.037 -0.014 0.028
H -3.676743 -3.370364 -2.871815 -0.016 -0.010 -0.003
H -3.710715 -2.299033 -0.625940 0.022 -0.011 -0.003
H -1.683665 -1.307894 0.298548 0.010 -0.150 -0.003

2.
44
Properties=species:S:1:pos:R:3:forces:R:3 method="wB97M-V/def2-TZVPD" energy_ev=-25412.0764 homo_lumo_gap_ha=0.267 e_lumo_ev=-0.784 mol_weight_g_mol=289.4 e_above_lowest_kcal_mol=359.4
C -0.939500 -1.674724 -1.550283 -5.951 -7.384 1.265
C 0.222166 -2.769816 -1.484599 -9.475 1.484 9.440
C 1.124660 -2.468014 -0.285985 -7.044 -4.828 1.932
C 1.954388 -1.390340 -0.418796 -0.887 4.025 -1.310
C 2.838143 -1.383507 0.669391 0.100 6.288 7.126
H 2.150883 -1.192118 1.778029 1.415 -0.305 -2.890
H 3.339972 -2.227048 1.100327 0.814 -0.629 -1.061
C 3.708808 0.033053 0.577708 -0.196 -2.829 5.179
N 2.917233 1.261513 0.498088 1.082 -5.751 6.027
C 2.943914 1.901872 -0.559645 -7.667 7.939 0.870
O 3.576987 1.983873 -1.481629 6.965 -1.630 -7.780
C 1.717509 3.133150 -0.612369 0.867 -5.538 0.360
C 0.513962 2.245532 -0.392551 -0.633 6.644 -0.464
N 0.225052 1.815524 0.855179 -1.259 -2.228 -2.784
N -1.056507 1.301816 0.483898 1.110 -4.187 13.176
C -1.896320 0.521280 1.522772 3.705 -0.030 -4.599
C -3.046574 0.125623 0.968569 3.928 6.422 -6.277
C -3.522478 0.750957 -0.254963 2.828 3.346 -2.609
N -2.593336 1.649608 -1.146245 -9.441 -4.880 3.194
C -1.515495 1.849059 -0.511545 1.805 3.012 -8.371
N -0.550163 2.490217 -1.263359 1.925 -1.823 2.981
C -4.967235 0.607296 -0.710623 6.855 -3.951 -5.132
H -5.614492 0.969740 -0.110096 -4.744 1.493 4.374
H -5.042569 1.062812 -1.646361 -0.020 1.998 -1.281
H -4.976571 -0.390614 -1.243335 -0.975 0.028 1.840
H -3.677969 -0.297016 1.481799 -6.439 -5.009 5.169
C -1.244558 -0.118800 2.679443 -6.082 11.027 2.173
H -0.874797 1.073251 3.244368 -0.752 -3.750 -0.987
H -0.466938 -0.598038 2.590557 8.075 -4.897 -1.514
H -1.957069 -0.541321 3.312893 -1.096 -0.748 0.966
H 1.821377 3.677102 -1.511573 -0.262 -0.027 -1.063
H 2.032773 3.702747 0.173073 0.051 1.666 2.462
H 2.249021 1.406286 1.278885 0.412 0.005 -1.337
H 4.321587 -0.185052 -0.222931 1.437 0.693 -1.877
H 4.354709 0.005466 1.578356 -1.097 0.427 -2.218
H 2.551919 -1.268020 -1.252075 1.372 -1.091 -2.638
H 1.337829 -0.440551 -0.683202 0.779 -0.979 1.582
H 0.336702 -2.418645 0.895492 2.217 0.266 -3.525
H 1.551492 -3.413924 -0.096988 1.379 -0.910 0.500
H -0.547257 -3.599681 -1.295837 2.233 0.021 -0.257
H 0.768667 -2.867031 -2.218987 4.873 -0.923 -7.970
H -1.742323 -1.537889 -0.497782 3.008 -0.749 -3.090
H -1.740770 -1.940853 -2.445695 2.015 0.520 2.208
H -0.586812 -0.844770 -1.791393 2.772 7.772 -1.791